1.
C33H30N6O2S5Ta | ωB97M-V with the def2-TZVPD basis set

Summary:
ΔE to the lowest compared entry with this formula, charge and spin   156.3 kJ/mol
Kohn-Sham gap   5.983 eV
E   -3802.4084 hartree
HOMO level   -9.8934 eV

The geometry in ORCA input format:
```
! RIJCOSX wB97M-V def2-TZVPD def2/J DEFGRID3
* xyz 1 1
H -1.34397 -3.80330 0.85018
N 4.39855 1.87606 -1.96316
H 5.35413 -2.64691 -0.28802
C 1.89970 3.89630 2.23145
H -0.21225 2.61331 2.83207
H 2.69490 6.75582 2.28870
H -1.57804 -6.61698 -4.29449
S -1.89829 -0.20079 -0.85612
C 2.73257 -1.18880 -3.50075
H -0.20717 -1.58634 2.92582
H 4.83488 3.67622 -1.31834
C -1.54967 -6.48825 -3.21183
H 4.38215 6.25134 2.37277
C 2.33390 2.24106 0.53550
H 3.36869 0.21436 -1.20104
H -1.48297 -2.74024 2.58308
C -0.97838 -5.13804 -2.83374
C 4.21940 2.81296 -1.08574
C 3.92876 0.48045 -2.08415
C -0.41960 -4.28669 -3.75306
N 8.58700 -2.57944 0.94110
C 0.29457 2.07502 2.03099
C 4.58224 -0.73760 2.96853
C -0.52346 -3.45178 -1.10535
H -1.59167 1.16474 3.22225
S -2.27496 1.04038 -3.56060
C 6.93663 -0.79517 3.63001
N -0.29276 1.02907 1.58818
C -1.42657 0.78506 -2.19062
Ta 0.65863 -0.30466 0.00754
O 2.02656 1.12754 -0.01613
H 4.55818 4.81861 0.42304
N 7.77553 -0.50498 4.36284
C 3.54946 -1.00442 2.06968
H 5.03480 2.15039 -2.69873
S 0.11889 1.48174 -1.81354
C 3.71946 4.22158 0.77466
S 2.55692 -1.98089 -0.26250
C 0.10914 -2.60944 -2.05199
C -0.77946 -3.06561 0.28106
H 4.82240 -0.14513 -2.10619
C 0.17568 -3.05637 -3.38831
H 1.79945 -0.95971 -5.39054
H -2.79795 -0.89944 1.47638
C 3.36004 5.94181 2.58581
H 4.37102 -0.19976 3.88471
C 5.13813 -2.10459 0.62545
N -0.48100 -1.98286 0.88644
C -1.01844 -4.67927 -1.51046
C 3.01312 4.66341 1.86002
H -0.94436 -7.29861 -2.79745
H -2.65408 -0.82289 3.21008
C 1.53903 2.72476 1.59521
C -1.62439 0.75126 2.21543
H -1.50826 -5.30458 -0.76517
C 6.16710 -1.83330 1.51630
C 3.84050 -1.68075 0.89012
S 1.91729 -0.49146 2.39832
H 1.28206 4.24374 3.05786
H 2.41376 -1.59868 -2.55211
H 3.64470 0.63730 -4.23010
H 2.17554 0.86986 -3.26645
H 0.22361 -2.41736 -5.42652
C 0.69872 -2.26776 -4.46073
C 3.41810 3.01852 0.07977
O 0.51629 -1.42179 -1.76849
H 3.26638 5.81692 3.66453
C -1.03094 -1.80492 2.25740
H 3.59899 -1.76462 -3.83516
C 5.88250 -1.13933 2.69968
C 3.09011 0.28564 -3.35124
N 1.66538 -1.41072 -4.49615
C 7.51312 -2.25667 1.20003
C -2.09276 -0.71013 2.28190
H -2.36742 1.30949 1.65146
H -0.41519 -4.57323 -4.80324
H -2.56617 -6.61012 -2.83227
*
```

These are the Löwdin partial charges, in e, on atoms 1 to 2:
1 H 0.141
2 N 0.109

=====

2.
C33H31AsBrIN5O7STi | ωB97M-V with the def2-TZVPD basis set

Summary:
ΔE to the lowest compared entry with this formula, charge and spin   36.3 kJ/mol
Kohn-Sham gap   5.850 eV
E   -8432.0702 hartree
HOMO level   -4.0943 eV

The geometry in ORCA input format:
```
! RIJCOSX wB97M-V def2-TZVPD def2/J DEFGRID3
* xyz -1 1
C 3.10463 3.96710 -2.96190
H -0.19386 -6.92607 -0.13083
H 4.15786 1.42225 -4.48250
H 4.11123 4.23161 -3.29204
H 1.32938 4.01158 4.51767
H 5.69482 2.40207 -1.90134
C -0.47627 -4.96586 0.72855
O 0.50253 3.49569 -2.01581
C -3.78720 0.50424 1.13087
O 0.97915 1.15471 1.07548
C 0.27958 -5.97737 0.09647
C 0.56414 2.08509 5.06207
O -1.17263 3.47400 -3.79562
C -2.40941 -2.95311 -1.90604
C 0.17407 -3.73923 1.00495
H 2.20053 -6.50301 -0.68747
H -2.47715 5.43933 1.61673
C 0.81828 1.42879 2.36295
H -1.77528 4.10271 -1.62572
H -2.92610 4.92272 -0.71729
Br 0.37790 2.52460 6.89689
H -2.25286 1.96182 1.53444
H 2.30763 -0.67700 -1.65533
C 0.01839 -3.00863 -2.50951
H 4.95965 1.16984 -0.83614
C -1.71340 4.67813 1.54857
C -1.51316 4.02663 0.39614
I -3.40757 1.58705 4.55700
H -4.39572 -2.80215 -1.18627
C -2.51113 -4.14107 1.70632
C -1.83384 -5.15078 1.09088
Ti 0.22661 1.68842 -0.53374
H -1.17974 4.38480 2.43879
C -3.19055 -1.13368 -0.50799
H -2.57154 -3.89427 -2.41742
H -5.11882 -1.02587 0.46317
C -4.14206 -0.56651 0.36392
O 2.09967 1.55799 -1.21928
O -0.76423 1.57176 -2.30912
C 3.52628 0.93753 -3.73813
H 4.03471 0.06054 -3.33982
H 2.77437 4.61146 -2.15245
C 1.17368 2.69752 2.83274
N -1.64216 0.62448 0.08209
N 0.32663 -0.55350 -1.23636
H 4.74670 2.88962 -0.47235
As 3.21184 2.17301 -2.30641
H 2.56318 0.68766 -4.17323
H -0.64479 -1.37924 3.75137
C -1.88365 -2.90622 1.97078
N 0.04293 -1.44619 1.81386
H 2.38745 4.00210 -3.77406
C -0.87936 -1.15416 -1.29043
C 0.31510 0.48373 3.27679
C -1.09567 -2.38219 -1.92232
O -0.55478 3.08619 0.30085
C -3.41158 -2.35110 -1.23038
N -2.28528 4.14572 -0.75100
H -0.10364 -3.96410 -3.00633
C 2.14581 -4.49784 0.13001
H 2.13110 -2.87674 -2.82465
C 0.17635 0.84201 4.61986
O 0.88336 2.17100 -4.00776
C 1.58943 -5.74921 -0.20834
S -0.14808 2.71817 -3.12097
H -2.44994 -2.09709 2.41832
H -2.31347 -6.09755 0.87196
H -0.27054 0.13960 5.31004
C -1.94457 -0.51754 -0.58251
C 4.83741 2.15854 -1.27414
C 1.35436 -1.17484 -1.75961
C -0.56800 -2.68517 1.63352
N 1.48320 -3.53173 0.70745
H 1.52743 3.42596 2.11551
H -3.54974 -4.27121 1.98494
C 1.24506 -2.41144 -2.41502
C -0.13106 -0.86094 2.93073
H -4.41957 0.90580 1.91049
H 3.19141 -4.29919 -0.09146
C 1.05518 3.02421 4.17051
C -2.52062 1.09402 0.94538
*
```

These are the Löwdin partial charges, in e, on atoms 1 to 2:
1 C -0.189
2 H 0.111

=====

3.
C33H31AsF3N7RuS2 | ωB97M-V with the def2-TZVPD basis set

Summary:
ΔE to the lowest compared entry with this formula, charge and spin   78.5 kJ/mol
Kohn-Sham gap (spin up / spin down)   7.610 / 6.428 eV
E   -5085.7905 hartree
HOMO level (spin up / spin down)   -10.1532 / -10.4616 eV
Expectation value of S²   8.764

The geometry in ORCA input format:
```
! RIJCOSX wB97M-V def2-TZVPD def2/J DEFGRID3
* xyz 1 6
C -3.31269 -0.34028 2.55666
C -0.17147 5.33481 -3.37500
Ru 1.11775 -0.17006 -1.02562
H 2.59450 -3.03029 -1.89210
H 0.77222 -1.89481 2.28824
H -1.87482 -0.62675 8.12405
H -0.95331 -3.19156 -0.17206
H 4.67290 -2.12596 -5.51435
H 3.77195 0.17804 -5.47115
C 3.48892 -0.53515 -4.70478
H -0.75456 1.27467 -4.64094
C 0.93391 2.89119 -2.69610
N 1.50473 1.64754 -2.52358
H -0.45113 -1.43995 -4.12592
F 6.22746 0.18826 1.04786
H -4.23885 -0.91414 2.52720
C 1.07621 3.40916 -3.99164
C -0.93052 1.12712 1.38665
H -3.53505 0.69103 2.27669
C 5.78652 -1.04195 0.74258
H 0.21409 3.24363 -0.70957
C -2.39158 -2.20454 1.16396
N -1.23490 -0.82140 5.34816
S 1.95736 2.27355 -4.97300
C 4.38615 -1.28128 1.23947
As -1.30597 0.21251 -2.40021
C 0.51717 4.63128 -4.34491
C 2.27483 -1.04870 -2.66024
H 0.07274 1.30240 1.00053
N -1.46665 -0.77676 4.09859
C 4.00809 -1.81722 -4.71912
S 3.43989 0.83613 -0.32758
C -1.03655 -1.55505 -3.21469
H -0.62873 6.28267 -3.62498
H -1.98704 -2.03046 -3.45532
N 2.04523 -0.81794 1.07899
H 4.93851 -2.86499 2.56314
C -2.37986 -0.48276 6.03099
C 2.62974 -0.14592 -3.67771
C -4.91459 0.24471 6.82008
C 2.82423 -2.32212 -2.68155
F 5.86271 -1.18649 -0.59407
H -2.44411 0.74279 -4.61069
H 2.58724 -3.21669 3.35070
C -3.17256 -0.04159 -1.83051
N -0.65404 -1.11343 0.29626
H -3.12772 -2.92363 1.48091
H -1.61474 1.85697 0.94729
H -0.47814 -2.19816 -2.53632
C 3.68357 -2.70789 -3.70509
H 0.60929 5.00638 -5.35548
C 3.31599 -0.52209 0.73738
H -3.58093 0.87911 -1.41363
C 0.26406 3.62688 -1.72044
C -0.28405 4.84425 -2.07053
H -1.96395 2.24572 -3.78937
C -3.38440 -0.20901 5.09010
C 4.12583 -2.26816 2.17215
C 2.81789 -2.48388 2.59148
H -4.16556 0.02332 8.82379
N -2.39060 -0.90349 1.60980
C 1.80804 -1.75221 2.00350
H -0.79039 5.43702 -1.32025
C -4.67200 0.17105 5.46672
F 6.64500 -1.92331 1.28468
H 4.10557 -3.70477 -3.70230
C 2.06218 1.19193 -3.61031
H -5.44078 0.40220 4.74040
H -3.23656 -0.83507 -1.08839
H -0.90151 1.27076 2.46744
C -3.91977 -0.04335 7.77283
C -1.31254 -2.32216 0.35183
C -1.32405 -0.27109 1.06555
H -5.89737 0.53372 7.16789
H -3.75801 -0.32322 -2.70424
C -2.64610 -0.40480 7.39949
N -2.75644 -0.39510 3.89393
C -1.65787 1.22882 -4.03423
*
```

These are the Löwdin partial charges, in e, on atoms 1 to 2:
1 C -0.059
2 C -0.070

=====

4.
C33H31BrI2N4O3RbS2 | ωB97M-V with the def2-TZVPD basis set

Summary:
ΔE to the lowest compared entry with this formula, charge and spin   161.7 kJ/mol
Kohn-Sham gap   4.002 eV
E   -5710.6962 hartree
HOMO level   -3.0636 eV

The geometry in ORCA input format:
```
! RIJCOSX wB97M-V def2-TZVPD def2/J DEFGRID3
* xyz -1 1
C -2.93790 -2.74961 3.50390
C 1.35228 -3.63071 -0.02843
C 1.73157 -2.70321 -2.10654
C 1.01895 -4.52017 2.20195
H 2.31808 3.63495 3.08721
I 1.95002 -7.98962 -0.20948
H 2.79782 0.90076 -2.52225
N -2.41858 0.52623 1.91632
C 3.36366 -0.21893 2.85286
H 3.07031 2.62536 -2.30327
C 1.95747 -5.06242 -1.87646
H 2.17010 -6.04373 -2.28072
C -3.26384 3.79599 0.59228
Rb 0.41938 -0.14682 0.48718
C -2.58984 2.59151 0.68827
H -1.32691 5.13389 -1.82872
H 2.60232 4.63690 0.51006
C -2.92193 -0.43264 2.84098
C 1.97948 3.85705 0.05078
H 0.48032 -0.09448 -6.86882
H 4.20892 -0.91996 -1.16651
H -0.22698 2.93662 -1.50896
N -1.70505 -1.14783 -2.32435
C 4.25685 -0.78855 -0.08048
H -1.80081 -1.95043 1.86000
H -4.82044 -0.87678 5.61312
O -2.11150 -1.94031 -3.09488
C 1.00986 -3.36514 1.38669
C 3.10281 0.69934 1.68577
H 4.41104 1.49578 -2.17935
H 2.27778 -4.03581 -3.72059
H 3.86285 -1.70838 0.36361
C -1.71951 4.43483 -1.10291
C -2.49738 -1.74081 2.66027
H 3.19781 0.28813 3.80781
C -2.81724 4.73907 -0.32388
C -0.30626 -0.77997 -6.56347
S -0.91404 0.35664 -2.83794
H 1.91462 2.07354 3.79195
C 2.45217 2.46988 0.39343
C 2.44498 1.95613 1.70064
N -1.52997 2.28809 -0.06330
S -0.91426 1.88872 -5.34217
H 1.99691 4.04389 -1.02889
O 0.75172 -2.20552 1.79307
C 1.83755 2.66944 2.87905
C 3.35460 1.63887 -1.92405
H -2.59454 -3.76537 3.36812
H 4.40280 -0.56723 2.85809
O -0.49247 -0.71243 -5.13950
H 0.95832 4.05993 0.39561
C 1.57583 -6.02675 0.40381
H -4.12040 3.98870 1.22669
H -1.23448 -0.51772 -7.06690
C -1.10882 3.19618 -0.93318
H -3.31933 5.69351 -0.41985
C -3.08054 1.56394 1.65358
H 5.32238 -0.74798 0.18427
C 3.09854 1.52213 -0.44352
H 0.76956 2.88981 2.73708
H 1.78353 -1.80208 -2.71340
C 1.62963 -4.93914 -0.50670
N 1.40831 -2.54570 -0.84836
H 1.26144 -6.63965 2.41411
C 1.28490 -5.80685 1.72397
C -4.18739 -1.11467 4.76955
Br -4.37599 -3.78442 5.72688
H 2.73004 -1.11240 2.85343
C -3.78574 -2.42285 4.54686
H -4.02942 0.91152 4.10657
H -0.03138 -1.81104 -6.75590
C 3.49392 0.43212 0.36383
C -3.75015 -0.11677 3.91227
C -0.79389 0.45134 -4.61177
C 2.01477 -3.95737 -2.67316
I 0.61217 -4.26717 4.22796
H -4.06177 1.76502 2.10046
*
```

These are the Löwdin partial charges, in e, on atoms 1 to 2:
1 C -0.127
2 C -0.136